A molecular structure, C32H27ILiN5O8S. Source: the OMol25 dataset; level of theory: wB97M-V/def2-TZVPD.

Positions of all 75 atoms, in Å:
Li (0.50454, -0.63562, -0.39432)
C (-3.57128, 0.56674, -2.01346)
C (-4.31748, 0.77682, -0.86629)
C (-3.77641, 0.42474, 0.36030)
C (-2.49823, -0.12311, 0.39259)
N (-1.77821, -0.31594, -0.71161)
C (-2.30317, 0.01302, -1.88521)
C (-1.82380, -0.50304, 1.66992)
C (-2.50883, -0.78202, 2.84629)
C (-1.76730, -1.16809, 3.95246)
C (-0.39214, -1.27046, 3.85355)
C (0.21183, -0.98115, 2.63321)
N (-0.50466, -0.59519, 1.58578)
C (1.68483, -1.06678, 2.39839)
C (2.58346, -1.41126, 3.40093)
C (3.93558, -1.42934, 3.10304)
C (4.34717, -1.08993, 1.82514)
C (3.37394, -0.75987, 0.89145)
N (2.08307, -0.76557, 1.16994)
H (-3.94778, 0.83172, -2.99124)
H (-5.30881, 1.21073, -0.92380)
H (-4.32856, 0.58862, 1.27645)
H (-1.67188, -0.18368, -2.74744)
H (-3.58899, -0.74251, 2.88447)
H (-2.26515, -1.41500, 4.88232)
H (0.19095, -1.59891, 4.70131)
H (2.24224, -1.67050, 4.39326)
H (4.65765, -1.70115, 3.86406)
H (5.39373, -1.07558, 1.55144)
H (3.63670, -0.47285, -0.11979)
C (-1.74380, 1.07147, -5.99831)
C (-1.84645, 2.10537, -4.91312)
C (-2.99519, 2.87246, -4.74385)
C (-3.09867, 3.79033, -3.70921)
C (-2.02515, 3.96527, -2.85056)
C (-0.85731, 3.22568, -3.01390)
C (-0.77851, 2.29191, -4.03293)
S (-2.16750, 5.08659, -1.49316)
O (-0.96009, 5.85924, -1.44467)
O (-3.44323, 5.75348, -1.59250)
N (-2.26726, 4.18059, -0.12929)
C (-1.31268, 3.07142, 0.13264)
C (0.12363, 3.49215, 0.38664)
C (1.09866, 2.28873, 0.27885)
O (2.17121, 2.38631, 0.89553)
O (0.70029, 1.35066, -0.46374)
H (-2.72381, 0.83502, -6.41668)
H (-1.27958, 0.16111, -5.60995)
H (-1.10634, 1.43101, -6.81047)
H (-3.83378, 2.73049, -5.41765)
H (-3.99927, 4.37134, -3.55922)
H (-0.02422, 3.33805, -2.33358)
H (0.09882, 1.66044, -4.11377)
H (-3.22948, 3.87386, -0.04796)
H (-1.32698, 2.34230, -0.67977)
H (-1.71462, 2.56826, 1.01433)
H (0.23755, 3.96578, 1.36214)
H (0.43969, 4.23345, -0.35049)
I (0.75328, -1.33196, -3.75462)
O (-0.39617, -3.92487, 1.73160)
C (-0.40035, -3.46327, 0.57208)
O (0.49238, -2.82471, -0.02589)
C (-1.69734, -3.67041, -0.23019)
C (-2.88648, -3.96655, 0.43123)
C (-4.07943, -4.05720, -0.26341)
C (-4.05193, -3.87871, -1.64036)
C (-2.87701, -3.62133, -2.33099)
C (-1.69821, -3.50863, -1.61178)
N (-5.31322, -3.96047, -2.38288)
O (-6.34331, -4.16980, -1.75700)
O (-5.28693, -3.81407, -3.59249)
H (-2.84426, -4.09856, 1.50493)
H (-5.01826, -4.25514, 0.23263)
H (-2.89380, -3.48291, -3.40236)
H (-0.76982, -3.25215, -2.10956)

DFT total energy: -76598.5719 eV
Charge: -2
LUMO level: 3.96 eV
HOMO-LUMO gap: 6.30 eV

A molecular structure, C32H27IN3O3PS2V. Source: the OMol25 dataset; level of theory: wB97M-V/def2-TZVPD.

Positions of all 70 atoms, in Å:
V (0.46032, 0.35647, -0.04444)
O (3.43630, -1.93758, 0.96745)
C (2.37466, -1.56670, 0.58018)
O (1.90770, -0.32048, 0.76496)
C (1.40553, -2.38504, -0.21137)
C (1.68633, -3.71567, -0.50765)
C (0.76092, -4.42113, -1.22164)
C (-0.43339, -3.79601, -1.63175)
C (-1.42357, -4.49310, -2.36252)
C (-2.57241, -3.86761, -2.74441)
C (-2.78062, -2.51391, -2.40897)
C (-1.84227, -1.80941, -1.70621)
C (-0.64392, -2.42944, -1.29938)
N (0.30554, -1.73979, -0.58222)
H (2.61724, -4.13980, -0.15875)
H (0.92850, -5.46108, -1.47456)
H (-1.24732, -5.53226, -2.61013)
H (-3.32876, -4.40200, -3.30286)
H (-3.69711, -2.02567, -2.71326)
H (-2.02027, -0.77601, -1.44669)
S (-1.78641, 1.50457, -0.56443)
C (-0.80831, 1.60065, -1.97348)
N (0.25588, 0.81684, -1.95343)
C (1.04966, 0.93050, -3.08989)
C (2.23905, 0.25753, -3.34677)
C (2.87928, 0.50874, -4.54433)
C (2.34657, 1.40894, -5.47065)
C (1.16387, 2.08107, -5.22069)
C (0.52171, 1.83518, -4.01453)
S (-0.96114, 2.54249, -3.39500)
H (2.64893, -0.43943, -2.62594)
H (3.80649, 0.00060, -4.77091)
H (2.86880, 1.58297, -6.40135)
H (0.75674, 2.77793, -5.94085)
C (-2.63063, -0.52455, 1.79533)
P (-0.86464, -0.20505, 1.99905)
C (-0.63396, 1.21553, 3.07641)
C (-1.72029, 1.91345, 3.60059)
C (-1.50295, 3.01852, 4.41221)
C (-0.20881, 3.42248, 4.70726)
C (0.87750, 2.72914, 4.18398)
C (0.67090, 1.63384, 3.36224)
C (-0.20847, -1.70259, 2.77230)
C (0.61524, -1.65657, 3.89656)
C (1.11204, -2.83253, 4.43974)
C (0.78871, -4.05570, 3.87129)
C (-0.04227, -4.10657, 2.75990)
C (-0.53829, -2.93799, 2.20796)
H (-3.02885, -0.86499, 2.75218)
H (-2.76800, -1.31197, 1.05485)
H (-3.16711, 0.36041, 1.46207)
H (-2.73490, 1.59607, 3.39736)
H (-2.34698, 3.55132, 4.82921)
H (-0.04458, 4.27317, 5.35542)
H (1.88618, 3.03814, 4.42651)
H (1.51875, 1.10142, 2.94624)
H (0.85915, -0.71464, 4.36579)
H (1.74626, -2.79018, 5.31460)
H (1.17389, -4.97044, 4.30127)
H (-0.31257, -5.06135, 2.32786)
H (-1.19326, -2.99840, 1.34620)
N (-0.01024, 3.96232, 0.84364)
C (1.10777, 3.35146, 0.53909)
O (1.16606, 2.10505, 0.33300)
C (2.36294, 4.14124, 0.40885)
I (2.66088, 4.39304, -1.69896)
H (-0.87858, 3.43797, 0.84120)
H (-0.03217, 4.95434, 1.02059)
H (3.20654, 3.57582, 0.79142)
H (2.30167, 5.12168, 0.86899)

DFT total energy: -108973.5509 eV
Charge: +2
LUMO level (spin up / spin down): -7.67 / -7.02 eV
<S²>: 0.787
HOMO-LUMO gap (spin up / spin down): 6.25 / 6.93 eV
Spin multiplicity: 2

A molecular structure, C32H27N2Pt. Source: the OMol25 dataset; level of theory: wB97M-V/def2-TZVPD.

Positions of all 62 atoms, in Å:
Pt (0.27619, -1.13111, 0.42256)
C (1.08266, -2.33529, 2.30216)
C (0.24459, -3.21416, 1.60101)
C (-1.07731, -2.66207, 1.53641)
C (-1.04997, -1.40584, 2.19061)
C (0.30251, -1.15904, 2.63348)
H (2.12978, -2.47567, 2.51587)
H (0.54380, -4.16078, 1.17592)
H (-1.95730, -3.12995, 1.12798)
H (-1.89479, -0.75448, 2.34706)
H (0.64012, -0.30581, 3.19871)
C (0.99194, -2.53907, -4.19571)
C (1.43916, -3.29838, -3.12474)
C (1.18843, -2.85671, -1.84282)
N (0.51303, -1.72375, -1.59568)
C (0.09472, -0.98084, -2.62795)
C (0.31573, -1.35847, -3.93836)
H (1.17763, -2.85929, -5.21185)
H (1.98136, -4.22117, -3.27217)
H (1.53546, -3.40634, -0.97997)
H (-0.41096, -0.05696, -2.38356)
H (-0.03996, -0.72435, -4.73742)
C (2.04160, -0.03870, -0.03163)
C (3.02515, 0.00172, 1.08884)
C (4.05686, -0.93470, 1.16312)
C (4.96683, -0.91918, 2.20476)
C (4.86063, 0.04942, 3.20066)
C (3.85048, 1.00600, 3.13035)
C (2.94779, 0.97716, 2.08241)
C (5.79813, 0.06799, 4.29194)
N (6.53969, 0.07959, 5.16859)
H (2.49340, -0.52264, -0.89563)
H (1.74736, 0.96053, -0.32673)
H (4.15527, -1.68262, 0.38364)
H (5.76739, -1.64506, 2.24948)
H (3.78610, 1.77044, 3.89281)
H (2.17032, 1.73170, 2.03135)
C (-2.40299, 5.34573, -1.38808)
C (-1.45987, 5.32983, -0.37252)
C (-0.90737, 4.12642, 0.03888)
C (-1.29886, 2.91843, -0.53833)
C (-2.23890, 2.95135, -1.57028)
C (-2.78352, 4.15246, -1.99013)
C (-0.62074, 1.68661, -0.08420)
C (-1.00172, 0.40628, -0.15143)
C (-2.40146, -0.04626, -0.36503)
C (-3.43989, 0.68640, 0.22402)
C (-4.76169, 0.29549, 0.09883)
C (-5.09022, -0.85253, -0.60938)
C (-4.07564, -1.60963, -1.17382)
C (-2.75115, -1.21601, -1.04262)
H (-2.83354, 6.28182, -1.71726)
H (-1.14622, 6.25387, 0.09442)
H (-0.15949, 4.12176, 0.82406)
H (-2.54303, 2.03322, -2.05615)
H (-3.50746, 4.15944, -2.79438)
H (0.35334, 1.89839, 0.33518)
H (-3.20331, 1.57285, 0.79694)
H (-5.53818, 0.88626, 0.56678)
H (-6.12258, -1.15977, -0.70712)
H (-4.31112, -2.51674, -1.71532)
H (-1.98819, -1.84777, -1.47859)

DFT total energy: -39841.4579 eV
Charge: +1
LUMO level: -3.59 eV
HOMO-LUMO gap: 7.18 eV

A molecular structure, C32H27N3P2S4Tc. Source: the OMol25 dataset; level of theory: wB97M-V/def2-TZVPD.

Positions of all 69 atoms, in Å:
Tc (1.86769, 0.91053, -0.45237)
C (3.60407, 1.87713, 3.81191)
C (2.89566, 1.83998, 2.48717)
S (3.37254, 0.68995, 1.35071)
C (1.88365, 2.77808, 2.20889)
C (1.50745, 3.80110, 3.24346)
S (1.07864, 2.82646, 0.73102)
H (4.27499, 1.02848, 3.92083)
H (2.89303, 1.86578, 4.64055)
H (4.19229, 2.79379, 3.90732)
H (2.34997, 4.46494, 3.45465)
H (1.23548, 3.32348, 4.18771)
H (0.67212, 4.40940, 2.90442)
N (-0.51541, -1.16596, -0.10662)
P (-0.08828, -0.47118, 1.39717)
C (-0.19595, -1.91620, 2.50150)
C (-1.21747, -2.12296, 3.42283)
C (-1.20980, -3.25281, 4.23232)
C (-0.18742, -4.18234, 4.12563)
C (0.83958, -3.97970, 3.21001)
C (0.83972, -2.84940, 2.41087)
C (-1.51348, 0.54096, 1.89603)
C (-2.68628, 0.62392, 1.15514)
C (-3.72009, 1.45664, 1.56915)
C (-3.58980, 2.20305, 2.72881)
C (-2.41939, 2.12768, 3.47620)
C (-1.38547, 1.30919, 3.05430)
P (0.05539, -0.30705, -1.45223)
C (-1.40061, 0.57435, -2.08092)
C (-1.60003, 1.91970, -1.79300)
C (-2.79898, 2.53753, -2.12496)
C (-3.80570, 1.81131, -2.74062)
C (-3.61559, 0.46534, -3.03280)
C (-2.41821, -0.15035, -2.70795)
C (0.38870, -1.56456, -2.69896)
C (0.79513, -2.83921, -2.31714)
C (1.13590, -3.77354, -3.28405)
C (1.08207, -3.43486, -4.62827)
C (0.67527, -2.16447, -5.01280)
C (0.32389, -1.23079, -4.05110)
H (-1.34311, -1.74769, -0.19447)
H (-2.02610, -1.40791, 3.50831)
H (-2.01054, -3.40492, 4.94454)
H (-0.18613, -5.06160, 4.75647)
H (1.64523, -4.69755, 3.12847)
H (1.65314, -2.68433, 1.71176)
H (-2.79851, 0.06030, 0.23736)
H (-4.62434, 1.51994, 0.97758)
H (-4.39672, 2.84934, 3.04922)
H (-2.31062, 2.71579, 4.37819)
H (-0.46435, 1.26861, 3.62763)
H (-0.82158, 2.48796, -1.30184)
H (-2.94238, 3.58625, -1.90118)
H (-4.73939, 2.29298, -3.00129)
H (-4.39864, -0.10094, -3.51999)
H (-2.27388, -1.19661, -2.95234)
H (0.86185, -3.09460, -1.26707)
H (1.45626, -4.76293, -2.98510)
H (1.36448, -4.16006, -5.37997)
H (0.64644, -1.89412, -6.05957)
H (0.00389, -0.24189, -4.35899)
S (3.46247, -0.39699, -1.59268)
C (3.27446, 0.12438, -3.23707)
C (3.87526, -0.69017, -4.26517)
N (4.34774, -1.34197, -5.08574)
C (2.60671, 1.25693, -3.54956)
S (1.91065, 2.27192, -2.30052)
C (2.41335, 1.66841, -4.91514)
N (2.21910, 2.00810, -5.99666)

DFT total energy: -102211.6580 eV
Charge: 0
LUMO level (spin up / spin down): -0.19 / -2.23 eV
<S²>: 3.774
HOMO-LUMO gap (spin up / spin down): 6.76 / 5.87 eV
Spin multiplicity: 4